# C3H4FO2

The ion C3H4FO2 with charge +1 in a non-equilibrium geometry (ωB97M-V/def2-TZVPD, the OMol25 dataset).

```
10
C3H4FO2 | the OMol25 dataset | ωB97M-V/def2-TZVPD
C -1.45673 1.01010 -0.00323
C 0.23002 -0.55305 -0.01108
C 1.68417 -0.66534 -0.09618
O -0.76859 -1.42800 0.11580
O -0.24214 0.90222 0.06355
F 2.14947 0.55883 0.08377
H -1.82547 2.06820 -0.08026
H -1.96050 0.09988 -0.26540
H 1.98595 -1.33080 0.66366
H 1.89385 -1.22171 -1.00071
```

The value obtained for the LUMO energy is -0.2647 Ha. As for the total charge: +1. For the frontier orbital gap, the calculation gives 10.27 eV. For the HOMO energy, the calculation gives -17.47 eV. The energy above the lowest of the compared OMol25 structures with the same formula, charge and spin is 23.1 kcal/mol.